# 1
{"formula": "C8H19NO4Ru", "method": "wB97M-V/def2-TZVPD", "homo_lumo_gap_ev": [7.58, 7.58], "lumo_energy_ev": [-19.788, -19.788], "energy_ev": -20812.8388, "charge": 4, "species": ["Ru", "C", "C", "O", "C", "C", "O", "C", "C", "O", "C", "C", "O", "H", "H", "H", "H", "H", "H", "H", "H", "H", "H", "H", "H", "H", "H", "H", "H", "N", "H", "H", "H"], "coordinates": [[-0.028, -0.256, 0.213], [-1.126, 2.445, 0.948], [-0.078, 2.638, -0.122], [0.845, 1.424, -0.013], [2.237, 1.496, 0.570], [2.195, 0.708, 1.852], [1.432, -0.564, 1.549], [0.914, -1.252, 2.794], [-0.174, -2.191, 2.345], [-1.014, -1.419, 1.352], [-2.461, -1.006, 1.628], [-2.411, 0.479, 1.891], [-1.474, 1.004, 0.866], [-2.021, 3.035, 0.733], [-0.770, 2.650, 1.960], [0.527, 3.536, 0.017], [-0.463, 2.585, -1.141], [2.487, 2.543, 0.753], [2.893, 1.082, -0.196], [1.665, 1.222, 2.653], [3.190, 0.396, 2.178], [0.561, -0.478, 3.473], [1.766, -1.786, 3.222], [-0.810, -2.493, 3.180], [0.177, -3.069, 1.803], [-2.822, -1.591, 2.476], [-2.991, -1.282, 0.716], [-2.019, 0.745, 2.875], [-3.393, 0.936, 1.738], [1.090, -1.565, -0.986], [1.356, -1.137, -1.888], [0.545, -2.398, -1.263], [1.960, -1.918, -0.569]]}

***

# 2
{"formula": "C8H19NO5P2", "method": "wB97M-V/def2-TZVPD", "homo_lumo_gap_ev": 9.58, "lumo_energy_ev": 0.167, "energy_ev": -38908.4720, "smiles": "O=C1CC[C@H](PP(=O)(O)O)N1.CCOCC", "de_lowest_kcal_mol": 32.4, "species": ["O", "C", "C", "C", "C", "P", "P", "O", "O", "O", "N", "H", "H", "H", "H", "H", "H", "H", "H", "H", "C", "C", "O", "C", "C", "H", "H", "H", "H", "H", "H", "H", "H", "H", "H"], "coordinates": [[6.933, -1.340, -2.621], [6.074, -1.281, -1.735], [6.082, -0.448, -0.333], [4.537, -0.455, 0.193], [3.846, -0.823, -1.211], [2.136, -1.632, -1.255], [0.628, -0.404, -0.258], [-0.420, 0.144, -1.262], [-0.258, -1.490, 0.753], [1.250, 0.911, 0.611], [4.737, -1.966, -1.659], [6.809, -0.953, 0.391], [6.493, 0.560, -0.679], [4.362, 0.585, 0.620], [4.449, -1.203, 1.057], [3.924, -0.078, -2.066], [2.265, -2.806, -0.408], [-0.754, -2.027, 0.082], [0.904, 1.716, 0.147], [4.785, -2.700, -0.926], [-2.754, 1.360, 0.569], [-3.709, 0.269, 0.120], [-4.628, -0.132, 1.129], [-5.497, 0.872, 1.629], [-6.389, 1.489, 0.566], [-2.195, 1.040, 1.453], [-2.045, 1.594, -0.227], [-3.279, 2.282, 0.831], [-3.130, -0.619, -0.143], [-4.248, 0.566, -0.785], [-4.922, 1.643, 2.154], [-6.126, 0.392, 2.381], [-5.811, 2.001, -0.206], [-7.067, 2.219, 1.015], [-6.984, 0.717, 0.071]]}

***

# 3
{"formula": "C8H19OSSi2", "method": "wB97M-V/def2-TZVPD", "homo_lumo_gap_ev": 5.25, "lumo_energy_ev": 2.819, "energy_ev": -37242.9824, "de_lowest_kcal_mol": 40.6, "charge": -1, "species": ["C", "C", "C", "C", "C", "C", "C", "C", "O", "Si", "Si", "S", "H", "H", "H", "H", "H", "H", "H", "H", "H", "H", "H", "H", "H", "H", "H", "H", "H", "H", "H"], "coordinates": [[-3.456, 1.100, -0.255], [-0.646, -2.938, -1.411], [1.571, -2.182, 0.896], [-1.453, -2.245, 1.421], [0.287, 2.170, 1.478], [0.295, 2.951, -1.503], [2.582, 1.405, -0.134], [-0.329, 0.018, -0.655], [-3.778, 0.281, 0.550], [-0.230, -1.668, 0.123], [0.617, 1.552, -0.277], [-3.213, 2.121, -1.453], [-0.677, -3.965, -1.107], [-1.573, -2.709, -1.881], [0.075, -2.611, -2.167], [1.490, -2.805, 1.685], [2.271, -2.553, 0.100], [1.969, -1.239, 1.188], [-1.416, -1.838, 2.420], [-2.361, -2.206, 1.009], [-1.284, -3.345, 1.627], [0.061, 1.244, 2.019], [1.203, 2.552, 1.869], [-0.577, 2.704, 1.580], [1.136, 3.665, -1.522], [0.330, 2.601, -2.486], [-0.695, 3.342, -1.339], [2.904, 0.976, 0.794], [3.053, 1.043, -1.079], [2.871, 2.423, -0.074], [-1.026, 0.155, -1.419]]}

***

Repeat the first record exactly.
{"formula": "C8H19NO4Ru", "method": "wB97M-V/def2-TZVPD", "homo_lumo_gap_ev": [7.58, 7.58], "lumo_energy_ev": [-19.788, -19.788], "energy_ev": -20812.8388, "charge": 4, "species": ["Ru", "C", "C", "O", "C", "C", "O", "C", "C", "O", "C", "C", "O", "H", "H", "H", "H", "H", "H", "H", "H", "H", "H", "H", "H", "H", "H", "H", "H", "N", "H", "H", "H"], "coordinates": [[-0.028, -0.256, 0.213], [-1.126, 2.445, 0.948], [-0.078, 2.638, -0.122], [0.845, 1.424, -0.013], [2.237, 1.496, 0.570], [2.195, 0.708, 1.852], [1.432, -0.564, 1.549], [0.914, -1.252, 2.794], [-0.174, -2.191, 2.345], [-1.014, -1.419, 1.352], [-2.461, -1.006, 1.628], [-2.411, 0.479, 1.891], [-1.474, 1.004, 0.866], [-2.021, 3.035, 0.733], [-0.770, 2.650, 1.960], [0.527, 3.536, 0.017], [-0.463, 2.585, -1.141], [2.487, 2.543, 0.753], [2.893, 1.082, -0.196], [1.665, 1.222, 2.653], [3.190, 0.396, 2.178], [0.561, -0.478, 3.473], [1.766, -1.786, 3.222], [-0.810, -2.493, 3.180], [0.177, -3.069, 1.803], [-2.822, -1.591, 2.476], [-2.991, -1.282, 0.716], [-2.019, 0.745, 2.875], [-3.393, 0.936, 1.738], [1.090, -1.565, -0.986], [1.356, -1.137, -1.888], [0.545, -2.398, -1.263], [1.960, -1.918, -0.569]]}